{"formula": "C33H46BrN3P2ReSe", "method": "ωB97M-V/def2-TZVPD", "homo_ha": [-0.678, -0.678], "charge": 4, "spin_multiplicity": 4, "s_squared": 3.790, "e_lumo_ev": [-13.742, -14.886], "orbital_gap_ev": [4.718, 3.570], "de_lowest_kj_mol": 536.0, "symbols": ["C", "C", "C", "C", "N", "C", "C", "C", "C", "C", "C", "C", "C", "C", "Re", "P", "H", "H", "H", "H", "H", "H", "H", "H", "C", "C", "H", "H", "H", "H", "H", "C", "C", "H", "H", "H", "H", "H", "C", "C", "H", "H", "H", "H", "H", "Br", "P", "C", "C", "H", "H", "H", "H", "H", "C", "C", "H", "H", "H", "H", "H", "C", "C", "H", "H", "H", "H", "H", "C", "N", "C", "Se", "N", "C", "C", "C", "C", "C", "C", "H", "H", "H", "H", "H", "H", "H", "H"], "xyz": [[0.33, 5.11, -3.58], [-0.07, 3.97, -4.29], [-0.53, 4.12, -5.61], [-0.47, 5.40, -6.19], [-0.03, 6.46, -5.54], [0.34, 6.34, -4.27], [-0.14, 2.65, -3.64], [-1.16, 1.82, -3.34], [-1.84, 1.12, -2.31], [-1.04, -0.07, -2.00], [-1.37, -0.76, -0.71], [-2.60, -0.55, -0.07], [-3.38, 0.57, -0.50], [-2.98, 1.38, -1.55], [0.58, 1.11, -2.77], [2.61, 0.08, -1.85], [-0.95, 3.28, -6.14], [0.59, 5.07, -2.52], [-0.79, 5.55, -7.22], [0.67, 7.25, -3.74], [-3.60, 2.23, -1.86], [-1.20, -0.86, -2.86], [-4.29, 0.81, 0.05], [-0.75, -1.57, -0.33], [2.08, -0.91, -0.35], [2.42, -2.39, -0.36], [0.99, -0.77, -0.28], [2.51, -0.41, 0.54], [2.10, -2.80, 0.60], [1.89, -2.94, -1.14], [3.49, -2.57, -0.46], [3.20, -1.09, -3.12], [3.63, -0.30, -4.33], [2.38, -1.77, -3.35], [4.00, -1.69, -2.68], [3.72, -0.99, -5.17], [2.88, 0.46, -4.60], [4.59, 0.20, -4.17], [4.09, 0.93, -1.26], [5.11, -0.02, -0.64], [3.78, 1.71, -0.56], [4.52, 1.44, -2.13], [5.98, 0.53, -0.28], [4.72, -0.57, 0.22], [5.48, -0.76, -1.35], [-3.06, -1.61, 1.33], [-1.58, -2.02, -3.85], [-0.17, -3.05, -3.33], [0.06, -4.39, -4.04], [-0.30, -3.24, -2.24], [0.74, -2.43, -3.42], [1.13, -4.61, -4.06], [-0.40, -5.23, -3.49], [-0.31, -4.40, -5.07], [-3.06, -2.48, -2.87], [-4.21, -3.36, -3.40], [-3.50, -1.54, -2.52], [-2.64, -2.98, -1.98], [-4.94, -3.51, -2.59], [-4.77, -2.89, -4.22], [-3.89, -4.36, -3.71], [-2.01, -0.84, -5.18], [-2.82, -1.41, -6.35], [-1.08, -0.38, -5.54], [-2.59, -0.02, -4.72], [-3.22, -0.57, -6.92], [-2.18, -2.00, -7.02], [-3.66, -2.02, -6.01], [-1.68, 2.33, 1.84], [-0.32, 1.82, 2.01], [0.69, 1.85, 1.11], [0.69, 2.41, -0.76], [1.80, 1.42, 1.78], [1.46, 0.97, 3.06], [2.17, 0.13, 3.91], [1.44, -0.46, 4.95], [0.06, -0.22, 5.11], [-0.63, 0.62, 4.22], [0.11, 1.21, 3.20], [-1.95, 2.89, 2.73], [-2.38, 1.51, 1.69], [-1.68, 2.98, 0.96], [2.72, 1.38, 1.34], [3.23, -0.04, 3.73], [1.94, -1.12, 5.66], [-0.47, -0.70, 5.94], [-1.71, 0.83, 4.29]]}



{"formula": "C4H3NO2", "method": "ωB97M-V/def2-TZVPD", "homo_ha": -0.381, "e_lumo_ev": -0.216, "orbital_gap_ev": 10.159, "de_lowest_kj_mol": 365.7, "smiles": "C=C(C#N)OC=O", "symbols": ["C", "C", "C", "C", "H", "H", "H", "N", "O", "O"], "xyz": [[-0.81, 1.79, 0.35], [-0.59, 0.59, -0.05], [1.89, -0.34, -0.28], [-1.42, -0.56, 0.18], [-1.73, 2.05, 0.73], [0.02, 2.65, 0.16], [2.67, -0.13, -0.96], [-2.23, -1.48, -0.22], [0.75, 0.46, -0.71], [1.78, -0.85, 0.77]]}



{"formula": "C5H9NO", "method": "ωB97M-V/def2-TZVPD", "homo_ha": -0.342, "e_lumo_ev": 0.914, "orbital_gap_ev": 10.228, "de_lowest_kj_mol": 215.6, "smiles": "CC(=O)[C@H]1CN1C", "symbols": ["C", "C", "C", "N", "C", "C", "O", "H", "H", "H", "H", "H", "H", "H", "H", "H"], "xyz": [[-0.08, 1.20, 1.40], [0.79, -0.94, 0.09], [-0.56, -1.53, -0.13], [0.13, -0.86, -1.20], [-0.40, 0.38, -1.75], [1.01, 0.20, 1.06], [2.09, 0.28, 1.61], [0.12, 2.13, 0.85], [0.00, 1.44, 2.47], [-1.09, 0.87, 1.17], [1.66, -1.59, 0.09], [-0.65, -2.61, -0.23], [-1.42, -1.04, 0.33], [-0.91, 1.03, -1.04], [0.42, 0.93, -2.21], [-1.11, 0.11, -2.54]]}



{"formula": "C9H11N2O3S", "method": "ωB97M-V/def2-TZVPD", "homo_ha": [-0.070, -0.109], "charge": -1, "e_lumo_ev": [3.066, 3.317], "orbital_gap_ev": [4.971, 6.283], "de_lowest_kj_mol": 219.9, "symbols": ["C", "C", "C", "C", "C", "C", "C", "C", "C", "N", "N", "O", "O", "O", "S", "H", "H", "H", "H", "H", "H", "H", "H", "H", "H", "H"], "xyz": [[-1.78, -0.78, 2.79], [2.09, 1.33, 2.38], [1.62, -0.57, 1.22], [-2.58, -1.69, 1.88], [-1.46, -1.54, 0.95], [0.45, -0.07, 1.86], [-0.57, 0.21, -1.38], [-0.25, 1.69, -1.24], [0.43, -0.53, -2.09], [0.61, 1.10, 2.50], [-0.78, -0.70, 1.80], [1.95, -1.58, 0.61], [-1.81, -0.51, 3.95], [2.66, 0.28, 1.57], [-1.90, -0.57, -0.79], [2.22, 2.38, 2.08], [2.37, 1.27, 3.43], [-2.74, -2.65, 2.24], [-3.53, -1.33, 1.61], [-1.01, -2.38, 0.52], [-0.74, 2.06, -0.41], [-0.55, 2.25, -2.11], [0.76, 1.84, -0.94], [0.88, 0.31, -2.78], [0.01, -1.41, -2.65], [1.26, -1.01, -1.46]]}



{"formula": "C5H4N2O", "method": "ωB97M-V/def2-TZVPD", "homo_ha": [-0.334, -0.335], "e_lumo_ev": [-2.053, -2.043], "orbital_gap_ev": [7.042, 7.060], "de_lowest_kj_mol": 751.1, "symbols": ["C", "C", "C", "C", "C", "N", "N", "O", "H", "H", "H", "H"], "xyz": [[-3.32, 0.13, -0.04], [-2.10, 0.15, 0.05], [1.16, 1.12, -0.21], [2.55, -0.32, 0.53], [0.45, 0.02, 0.09], [2.47, 0.86, -0.07], [1.35, -1.00, 0.40], [-4.62, 0.35, 0.15], [0.77, 2.04, -0.54], [3.44, -0.85, 0.78], [1.15, -1.93, 0.57], [-5.14, -0.36, 0.57]]}



{"formula": "C2H11N2S2", "method": "ωB97M-V/def2-TZVPD", "homo_ha": -0.491, "charge": 1, "e_lumo_ev": -3.426, "orbital_gap_ev": 9.941, "de_lowest_kj_mol": 11.7, "symbols": ["N", "C", "C", "N", "H", "H", "H", "H", "H", "H", "H", "H", "H", "S", "S", "H", "H"], "xyz": [[0.50, 0.81, 0.21], [0.11, -0.56, -0.23], [1.16, -1.24, -1.08], [0.63, -2.58, -1.46], [1.21, 0.79, 0.94], [0.89, 1.34, -0.57], [-0.31, 1.28, 0.57], [-0.14, -1.13, 0.70], [-0.85, -0.43, -0.76], [1.45, -0.61, -1.97], [2.10, -1.28, -0.53], [1.36, -3.05, -2.03], [0.60, -3.13, -0.57], [-1.57, 3.41, 1.50], [-1.92, 1.62, 2.47], [-2.82, 3.85, 1.37], [-2.40, 0.89, 1.44]]}



{"formula": "C19H53N23O13P", "method": "ωB97M-V/def2-TZVPD", "homo_ha": -0.363, "charge": 1, "e_lumo_ev": -2.579, "orbital_gap_ev": 7.297, "symbols": ["C", "C", "O", "O", "C", "O", "C", "C", "N", "C", "N", "C", "P", "N", "N", "C", "C", "C", "N", "O", "H", "H", "H", "H", "H", "H", "H", "H", "H", "H", "H", "H", "H", "H", "H", "H", "H", "C", "O", "N", "N", "H", "H", "H", "H", "C", "O", "N", "N", "H", "H", "H", "H", "C", "O", "N", "N", "H", "H", "H", "H", "C", "O", "N", "N", "H", "H", "H", "H", "C", "O", "N", "N", "H", "H", "H", "H", "C", "O", "N", "N", "H", "H", "H", "H", "C", "O", "N", "N", "H", "H", "H", "H", "C", "O", "N", "N", "H", "H", "H", "H", "C", "O", "N", "N", "H", "H", "H", "H"], "xyz": [[-4.90, 2.52, 2.56], [-3.44, 3.01, 2.99], [-2.84, 4.00, 2.49], [-2.80, 2.27, 4.06], [-2.00, 1.21, 3.45], [-2.40, 0.04, 3.60], [-0.67, 1.68, 2.71], [-0.68, 1.48, 1.13], [-1.46, 2.19, 0.14], [-1.17, 1.76, -1.25], [-1.71, 2.27, -2.50], [-0.13, 0.67, -0.94], [0.64, -0.25, -2.42], [2.08, 0.46, -2.66], [0.17, 0.49, 0.48], [1.16, -0.45, 1.12], [2.66, 0.04, 0.88], [3.47, 0.36, 2.22], [4.96, 0.26, 2.17], [2.93, 0.66, 3.31], [-5.51, 2.07, 3.46], [-5.50, 3.40, 2.16], [-4.74, 1.70, 1.76], [0.29, 1.20, 3.13], [-0.55, 2.82, 2.89], [-2.15, 2.94, 0.28], [-1.40, 1.71, -3.31], [-2.75, 2.29, -2.50], [-0.16, -0.08, -3.62], [0.89, -1.63, -2.17], [2.84, -0.23, -2.54], [0.88, -0.60, 2.22], [1.02, -1.49, 0.62], [2.73, 0.98, 0.21], [3.23, -0.79, 0.31], [5.35, 0.81, 1.39], [5.22, -0.72, 1.96], [-7.30, -0.26, 4.16], [-6.89, 0.66, 3.46], [-8.60, -0.61, 4.23], [-6.48, -1.01, 4.93], [-8.95, -1.36, 4.80], [-9.25, -0.07, 3.67], [-5.50, -0.79, 4.91], [-6.80, -1.77, 5.51], [1.04, -1.51, -6.20], [0.81, -1.85, -5.04], [2.02, -2.08, -6.94], [0.32, -0.55, -6.83], [2.22, -1.82, -7.89], [2.57, -2.80, -6.50], [-0.42, -0.11, -6.31], [0.49, -0.26, -7.78], [6.30, 3.80, 3.70], [6.84, 3.45, 2.66], [5.60, 2.95, 4.49], [6.34, 5.08, 4.15], [5.14, 3.21, 5.34], [5.54, 1.99, 4.18], [6.85, 5.75, 3.60], [5.90, 5.39, 5.00], [8.10, 7.05, 1.40], [7.86, 6.71, 2.55], [9.10, 6.50, 0.67], [7.39, 8.01, 0.76], [9.31, 6.76, -0.28], [9.65, 5.78, 1.11], [6.64, 8.44, 1.27], [7.57, 8.30, -0.19], [5.79, -1.10, -3.63], [4.59, -0.84, -3.58], [6.67, -0.30, -4.28], [6.33, -2.20, -3.05], [7.66, -0.49, -4.33], [6.31, 0.52, -4.72], [5.70, -2.81, -2.56], [7.31, -2.42, -3.09], [-8.21, -4.62, 4.94], [-7.99, -3.60, 5.58], [-8.74, -5.73, 5.49], [-7.93, -4.73, 3.61], [-8.92, -6.58, 4.99], [-8.96, -5.69, 6.47], [-7.53, -3.92, 3.16], [-8.10, -5.55, 3.07], [-9.19, -9.44, 6.44], [-8.78, -8.52, 5.74], [-10.50, -9.79, 6.50], [-8.37, -10.20, 7.21], [-10.86, -10.53, 7.07], [-11.15, -9.25, 5.94], [-7.39, -9.97, 7.19], [-8.69, -10.96, 7.79], [-3.46, 2.57, -6.03], [-2.33, 2.10, -6.00], [-3.97, 3.30, -5.01], [-4.29, 2.40, -7.09], [-4.90, 3.69, -5.02], [-3.38, 3.44, -4.21], [-3.94, 1.86, -7.86], [-5.22, 2.78, -7.13], [8.37, -0.62, -7.77], [8.78, -0.47, -6.62], [7.05, -0.69, -8.07], [9.20, -0.73, -8.83], [6.70, -0.81, -9.00], [6.40, -0.61, -7.30], [10.19, -0.68, -8.64], [8.89, -0.85, -9.77]]}



{"formula": "C4H7ClO", "method": "ωB97M-V/def2-TZVPD", "homo_ha": -0.376, "e_lumo_ev": 0.182, "orbital_gap_ev": 10.408, "de_lowest_kj_mol": 354.0, "symbols": ["C", "C", "C", "C", "H", "H", "H", "H", "H", "H", "H", "O", "Cl"], "xyz": [[-0.92, 0.99, -0.49], [-0.31, -0.42, -0.82], [0.14, -0.92, 0.52], [1.26, -0.22, 1.03], [-1.93, 1.00, -0.13], [-0.13, 1.58, 0.18], [0.55, -0.32, -1.53], [-0.90, -1.43, -1.20], [-0.70, -0.63, 1.22], [0.28, -2.12, 0.78], [1.59, 0.07, 2.39], [2.10, 0.24, 0.10], [-1.04, 2.17, -2.04]]}



{"formula": "C10H4N2S4Sn", "method": "ωB97M-V/def2-TZVPD", "homo_ha": -0.331, "e_lumo_ev": -2.014, "orbital_gap_ev": 6.979, "de_lowest_kj_mol": 46.4, "symbols": ["Sn", "S", "C", "C", "C", "C", "C", "C", "S", "H", "H", "H", "H", "S", "C", "C", "N", "C", "S", "C", "N"], "xyz": [[-1.00, -0.44, -0.42], [-1.70, 1.66, 0.44], [-2.62, 1.05, 1.84], [-3.03, 2.01, 2.75], [-3.83, 1.67, 3.83], [-4.18, 0.34, 4.03], [-3.72, -0.64, 3.16], [-2.95, -0.31, 2.05], [-2.38, -1.66, 1.06], [-2.74, 3.04, 2.60], [-4.16, 2.44, 4.51], [-4.80, 0.06, 4.87], [-3.97, -1.68, 3.34], [0.32, -2.25, -1.29], [0.15, -1.91, -3.00], [1.12, -2.56, -3.83], [1.92, -3.09, -4.47], [-0.77, -1.07, -3.54], [-1.88, -0.07, -2.65], [-0.80, -0.88, -4.96], [-0.84, -0.73, -6.10]]}



{"formula": "C8H7O3S", "method": "ωB97M-V/def2-TZVPD", "homo_ha": -0.022, "charge": -1, "e_lumo_ev": 2.549, "orbital_gap_ev": 3.154, "de_lowest_kj_mol": 154.2, "symbols": ["C", "C", "C", "C", "C", "C", "C", "C", "O", "O", "O", "S", "H", "H", "H", "H", "H", "H", "H"], "xyz": [[-3.21, 0.15, 0.21], [-2.34, 1.23, 0.42], [-2.66, -1.08, -0.16], [-0.99, 1.09, 0.28], [-1.31, -1.25, -0.30], [-0.39, -0.17, -0.07], [4.65, 0.47, -0.19], [0.96, -0.36, -0.19], [4.73, 1.28, -1.03], [1.92, 0.62, 0.04], [1.54, -1.58, -0.51], [4.79, -0.64, 0.91], [-4.28, 0.28, 0.33], [-2.74, 2.20, 0.69], [-3.33, -1.92, -0.34], [-0.35, 1.96, 0.45], [-0.90, -2.20, -0.59], [1.46, 1.44, 0.26], [2.45, -1.52, -0.20]]}



{"formula": "C5H14N", "method": "ωB97M-V/def2-TZVPD", "homo_ha": -0.559, "charge": 1, "e_lumo_ev": -3.699, "orbital_gap_ev": 11.520, "de_lowest_kj_mol": 25.9, "smiles": "CC[C@H](C)C[NH3+]", "symbols": ["C", "C", "C", "C", "C", "N", "H", "H", "H", "H", "H", "H", "H", "H", "H", "H", "H", "H", "H", "H"], "xyz": [[-0.42, 0.91, 1.06], [0.12, -0.10, 0.06], [-0.87, -1.17, -0.46], [0.83, 0.62, -1.09], [1.54, -0.30, -2.07], [-1.08, 0.18, 2.22], [-1.13, 1.52, 0.51], [0.36, 1.51, 1.51], [0.94, -0.60, 0.58], [-0.36, -1.99, -0.94], [-1.45, -1.57, 0.38], [-1.68, -0.70, -1.04], [0.13, 1.22, -1.68], [1.59, 1.26, -0.63], [2.07, -1.09, -1.51], [0.86, -0.83, -2.73], [2.28, 0.24, -2.66], [-1.58, 0.87, 2.77], [-1.66, -0.60, 1.94], [-0.33, -0.24, 2.77]]}



{"formula": "C7H7PS", "method": "ωB97M-V/def2-TZVPD", "homo_ha": [-0.270, -0.263], "e_lumo_ev": [-1.031, -1.395], "orbital_gap_ev": [6.315, 5.750], "de_lowest_kj_mol": 220.1, "symbols": ["C", "C", "C", "C", "C", "C", "C", "P", "S", "H", "H", "H", "H", "H", "H", "H"], "xyz": [[0.89, 1.68, -0.61], [0.82, 0.57, -1.48], [0.27, 1.66, 0.65], [0.18, -0.59, -1.09], [-0.32, 0.43, 1.07], [-0.35, -0.71, 0.22], [-0.88, -1.92, 0.69], [-3.78, -0.31, -0.24], [-2.75, 1.21, 0.28], [1.47, 2.58, -1.07], [1.20, 0.54, -2.39], [0.35, 2.49, 1.17], [-0.02, -1.53, -1.59], [-0.71, 0.20, 2.03], [-0.74, -2.78, 0.11], [-1.29, -1.87, 1.75]]}